C18H27Cl2NaO6S as an isolated structure at a distorted geometry, computed with wB97M-V/def2-TZVPD.

```
! wB97M-V def2-TZVPD RIJCOSX def2/J DEFGRID3
* xyz 0 1
Na -0.485 -1.224 1.099
C 1.574 1.724 2.423
C 0.307 1.789 3.226
O -0.643 1.008 2.670
C -1.889 1.137 3.425
C -2.955 0.638 2.594
O -2.604 -0.764 2.213
C -3.775 -1.488 1.792
C -3.741 -1.853 0.295
O -2.505 -2.462 0.049
C -2.434 -3.097 -1.172
C -1.203 -2.530 -1.926
O -0.097 -2.477 -1.035
C 1.139 -2.462 -1.787
C 2.288 -2.348 -0.851
O 2.103 -1.395 0.185
C 3.221 -0.553 0.466
C 3.077 -0.082 1.897
O 1.750 0.403 2.018
H 2.300 2.133 3.007
H 1.432 2.317 1.482
H -0.042 2.819 3.424
H 0.579 1.483 4.252
H -2.077 2.109 3.839
H -1.741 0.428 4.239
H -2.957 1.305 1.716
H -3.911 0.607 3.059
H -4.626 -0.882 2.023
H -3.937 -2.475 2.328
H -3.923 -0.843 -0.251
H -4.604 -2.458 0.054
H -3.342 -2.838 -1.813
H -2.272 -4.165 -1.053
H -1.310 -1.515 -2.250
H -0.978 -3.164 -2.819
H 1.141 -1.584 -2.480
H 1.283 -3.434 -2.307
H 3.261 -2.152 -1.394
H 2.335 -3.361 -0.366
H 3.149 0.309 -0.257
H 4.236 -1.026 0.252
H 3.838 0.691 2.012
H 3.199 -0.952 2.575
Cl -1.083 1.404 -1.724
C 0.326 2.209 -2.314
C 1.438 1.443 -2.429
C 2.507 1.818 -3.219
C 2.373 2.986 -3.921
C 1.283 3.891 -3.696
Cl 1.414 5.223 -4.782
C 0.317 3.623 -2.696
S -0.830 4.872 -2.193
H 1.564 0.495 -1.926
H 3.377 1.238 -3.408
H 3.151 3.481 -4.546
*
```

Values from the calculation:
Lowest unoccupied orbital energy: -0.405 eV
HOMO: -5.3435 eV
E: -2634.2476 a.u.
Gap between HOMO and LUMO: 0.181 Eh

C18H27ClNTi as an isolated structure at a distorted geometry, computed with wB97M-V/def2-TZVPD.

```
! wB97M-V def2-TZVPD RIJCOSX def2/J DEFGRID3
* xyz 2 2
C -1.864 0.758 -1.352
H -2.921 0.783 -1.228
H -1.470 1.749 -1.068
H -1.923 -0.687 -0.074
C -1.457 0.281 -2.741
H -0.390 0.477 -2.984
H -1.603 -0.807 -2.868
C -2.313 0.977 -3.860
H -1.934 0.740 -4.862
H -3.368 0.661 -3.807
H -2.279 2.065 -3.697
C 1.539 0.352 1.129
C 1.746 0.868 -0.193
C 0.910 2.019 -0.351
C 0.104 2.144 0.835
C 0.483 1.101 1.737
C -0.034 0.928 3.119
C -0.904 3.206 1.108
C 0.902 2.945 -1.520
C 2.738 0.357 -1.175
C 2.361 -0.694 1.783
Ti -0.533 0.157 -0.244
H -1.562 2.930 1.943
H -0.424 4.164 1.373
H -1.539 3.410 0.233
H -1.055 1.321 3.205
H -0.053 -0.126 3.423
H 0.586 1.467 3.855
H 2.849 -1.345 1.044
H 3.162 -0.247 2.398
H 1.761 -1.332 2.446
H 2.467 0.648 -2.200
H 3.738 0.775 -0.970
H 2.825 -0.738 -1.142
H -0.115 3.149 -1.891
H 1.334 3.921 -1.246
H 1.491 2.548 -2.357
Cl -0.056 -5.119 -2.061
C -0.195 -4.108 -0.692
C -0.401 -4.700 0.573
C -0.537 -3.820 1.673
C -0.523 -2.444 1.472
N -0.330 -1.926 0.232
C -0.094 -2.741 -0.823
H -0.434 -5.754 0.681
H -0.644 -4.204 2.673
H -0.630 -1.744 2.306
H 0.167 -2.264 -1.790
*
```

Values from the calculation:
<S²>: 0.78
Lowest unoccupied orbital energy (alpha / beta): -7.950 / -9.720 eV
HOMO (alpha / beta): -15.5919 / -15.7130 eV
E: -2065.8026 a.u.
Gap between HOMO and LUMO (alpha / beta): 0.281 / 0.220 Eh
ΔE to the lowest compared entry with this formula, charge and spin: 57.1 kcal per mole

C18H27CuN3O2S2 as an isolated structure at a distorted geometry, computed with wB97M-V/def2-TZVPD.

```
! wB97M-V def2-TZVPD RIJCOSX def2/J DEFGRID3
* xyz 1 1
C 1.239 2.801 4.618
C 1.684 3.472 3.332
O 1.060 2.788 2.258
C 0.786 3.596 1.133
C -0.278 2.913 0.312
O 0.317 2.114 -0.692
C -0.563 1.181 -1.302
C -0.382 -0.220 -0.758
C -1.346 -0.805 0.156
C -2.525 0.011 0.632
C -2.366 0.491 2.058
N -1.511 0.030 2.857
C -1.193 -2.097 0.607
C -2.169 -2.848 1.480
C -3.580 -3.040 0.872
C -0.020 -2.814 0.224
N 0.304 -4.048 0.586
S 1.720 -4.379 -0.097
N 1.970 -3.017 -0.888
C 0.934 -2.211 -0.647
C 0.743 -0.904 -1.173
C 1.801 -0.339 -2.089
C 2.244 -1.331 -3.193
C 2.300 -0.694 -4.592
S 1.326 -1.793 -5.702
H 1.641 3.299 5.490
H 0.152 2.783 4.629
H 1.577 1.771 4.580
H 2.764 3.341 3.247
H 1.454 4.535 3.333
H 1.684 3.731 0.527
H 0.400 4.569 1.441
H -0.829 2.279 1.005
H -0.988 3.631 -0.104
H -0.368 1.200 -2.365
H -1.583 1.535 -1.200
H -3.459 -0.521 0.512
H -2.632 0.926 0.068
H -3.014 1.318 2.352
H -1.552 0.524 3.745
H -1.764 -3.843 1.614
H -2.200 -2.408 2.466
H -3.867 -4.082 0.829
H -4.329 -2.465 1.403
H -3.579 -2.654 -0.144
H 2.662 -0.025 -1.510
H 1.446 0.553 -2.584
H 1.592 -2.196 -3.227
H 3.219 -1.721 -2.930
H 1.883 0.302 -4.646
H 3.314 -0.715 -4.962
H 1.236 -1.112 -6.861
Cu 2.645 -3.414 -6.702
*
```

Values from the calculation:
Lowest unoccupied orbital energy: -5.470 eV
HOMO: -10.4583 eV
E: -3453.3527 a.u.
Gap between HOMO and LUMO: 0.183 Eh

C18H27F11MoN2O3PS3 as an isolated structure at a distorted geometry, computed with wB97M-V/def2-TZVPD.

```
! wB97M-V def2-TZVPD RIJCOSX def2/J DEFGRID3
* xyz 2 2
Mo -0.989 0.440 0.514
C -2.025 3.012 2.081
O -1.257 2.520 0.952
C -1.313 3.386 -0.203
C -2.413 2.931 -1.121
O -2.094 1.610 -1.551
C -3.091 1.126 -2.474
H -3.096 2.914 1.899
H -1.771 4.056 2.257
H -1.752 2.427 2.951
H -0.342 3.302 -0.693
H -1.469 4.418 0.106
H -2.477 3.605 -1.980
H -3.381 2.935 -0.606
H -3.219 1.853 -3.277
H -4.044 0.970 -1.966
H -2.738 0.189 -2.887
C -4.766 -3.310 2.831
O -4.480 -2.125 2.054
C -3.294 -1.628 2.035
S -2.014 -2.261 2.905
S -3.224 -0.167 1.058
H -5.839 -3.448 2.774
H -4.454 -3.165 3.866
H -4.248 -4.168 2.405
F -0.607 -1.595 0.183
P -1.136 -2.656 -1.295
F -1.575 -3.449 -2.545
F -1.587 -1.200 -1.901
F -0.603 -3.858 -0.446
F 0.342 -2.350 -1.833
F -2.554 -2.732 -0.571
F 5.069 0.588 4.460
C 3.809 0.484 4.115
C 3.314 1.224 3.046
F 4.104 2.037 2.361
C 1.990 1.089 2.690
F 1.514 1.806 1.662
C 1.131 0.223 3.358
S -0.568 0.066 2.952
C 1.640 -0.498 4.438
F 0.837 -1.312 5.104
C 2.968 -0.376 4.814
F 3.439 -1.075 5.826
C 0.656 0.266 -3.961
C 1.849 0.894 -3.238
N 2.366 0.095 -2.113
C 3.674 -0.546 -2.324
C 3.554 -1.870 -3.078
C 1.686 -0.060 -1.005
C 2.230 -0.922 0.090
N 0.511 0.574 -0.808
H 0.441 0.863 -4.847
H -0.248 0.226 -3.355
H 0.887 -0.749 -4.280
H 1.608 1.899 -2.877
H 2.664 0.999 -3.949
H 4.167 -0.699 -1.369
H 4.288 0.148 -2.895
H 2.765 -2.495 -2.660
H 4.496 -2.410 -3.007
H 3.344 -1.702 -4.134
H 1.563 -0.920 0.945
H 3.215 -0.582 0.408
H 2.317 -1.950 -0.261
H 0.229 1.103 -1.631
*
```

Values from the calculation:
<S²>: 0.80
Lowest unoccupied orbital energy (alpha / beta): -9.231 / -9.201 eV
HOMO (alpha / beta): -14.7387 / -14.4814 eV
E: -3739.5250 a.u.
Gap between HOMO and LUMO (alpha / beta): 0.202 / 0.194 Eh
ΔE to the lowest compared entry with this formula, charge and spin: 2.0 kcal per mole

C18H27N2NiO5P2S as an isolated structure at a distorted geometry, computed with wB97M-V/def2-TZVPD.

```
! wB97M-V def2-TZVPD RIJCOSX def2/J DEFGRID3
* xyz 1 3
Ni -0.165 -0.420 -0.398
P 1.844 -1.314 -0.181
C 2.107 -1.684 -1.878
C 0.925 -1.887 -2.607
N -0.251 -1.411 -2.034
C -1.442 -1.800 -2.534
C -1.519 -2.550 -3.702
C -0.348 -2.946 -4.355
C 0.877 -2.579 -3.837
C -2.680 -1.278 -1.832
P -2.206 0.202 -0.902
H 1.833 -2.880 -4.272
H -2.515 -2.814 -4.082
H -0.404 -3.538 -5.270
H -3.473 -1.042 -2.552
H -3.084 -2.020 -1.128
H 4.854 2.127 -3.829
H 3.050 -2.033 -2.278
H -0.134 4.077 -1.799
O 4.206 2.815 -3.988
H 3.403 2.345 -4.323
H -1.404 1.422 0.904
O 0.500 4.654 -2.238
H 1.177 4.667 -1.512
C -2.416 1.516 -2.121
H -3.425 1.504 -2.543
H -2.211 2.473 -1.632
H -1.694 1.389 -2.931
C -3.544 0.384 0.269
H -3.369 1.286 0.859
H -4.506 0.477 -0.246
H -3.551 -0.469 0.951
C 1.828 -2.870 0.773
H 2.837 -3.259 0.982
H 1.288 -2.675 1.710
H 1.267 -3.620 0.201
C 3.265 -0.345 0.391
H 3.156 -0.068 1.450
H 4.176 -0.943 0.233
H 3.315 0.573 -0.209
O -0.834 -1.827 2.337
C -0.331 -0.721 2.498
N 0.149 0.056 1.412
S 0.428 1.622 1.798
O 1.552 2.322 1.246
O -0.994 2.245 1.350
C 0.271 1.341 3.485
C 0.290 2.314 4.485
C -0.010 1.925 5.799
C -0.419 0.606 6.093
C -0.554 -0.336 5.057
C -0.180 0.049 3.748
H 0.552 3.334 4.221
H 0.089 2.643 6.616
H -0.637 0.310 7.129
H -0.939 -1.350 5.217
*
```

Values from the calculation:
<S²>: 2.05
Lowest unoccupied orbital energy (alpha / beta): -3.524 / -4.400 eV
HOMO (alpha / beta): -8.9447 / -10.9103 eV
E: -3776.7291 a.u.
Gap between HOMO and LUMO (alpha / beta): 0.199 / 0.239 Eh
ΔE to the lowest compared entry with this formula, charge and spin: 57.8 kcal per mole

C18H27N2O5PbSSiTe as an isolated structure, computed with wB97M-V/def2-TZVPD.

```
! wB97M-V def2-TZVPD RIJCOSX def2/J DEFGRID3
* xyz -1 1
Pb -0.093 0.097 0.901
C 3.554 1.088 -1.026
C 3.383 -0.251 -0.398
N 2.406 -0.652 0.394
C 2.739 -1.943 0.785
C 3.926 -2.309 0.215
N 4.301 -1.232 -0.529
C 4.810 -3.533 0.194
O 4.440 -4.499 0.923
O 5.800 -3.450 -0.539
C 1.912 -2.674 1.774
O 2.315 -3.856 2.135
O 0.892 -2.160 2.214
H 2.665 1.361 -1.592
H 4.419 1.088 -1.689
H 3.699 1.854 -0.262
H 5.155 -1.251 -1.068
H 3.208 -4.158 1.653
Te -0.044 2.090 -1.305
C 0.911 3.736 -0.380
C 0.868 4.996 -0.982
C 1.522 6.083 -0.414
C 2.231 5.936 0.772
C 2.273 4.690 1.385
C 1.622 3.602 0.814
H 0.315 5.124 -1.907
H 1.479 7.049 -0.904
H 2.743 6.782 1.213
H 2.817 4.558 2.313
H 1.665 2.638 1.311
C -3.874 2.923 -0.444
S -3.520 1.175 -0.291
C -5.221 0.636 -0.060
O -2.856 1.003 1.047
H -4.520 3.231 0.378
H -4.343 3.105 -1.414
H -2.911 3.430 -0.397
H -5.599 1.053 0.874
H -5.210 -0.452 -0.013
H -5.816 0.966 -0.914
C -3.226 -3.133 -1.664
Si -1.995 -2.802 -0.249
C -0.987 -4.355 -0.008
C -3.012 -2.554 1.326
C -0.920 -1.359 -0.723
H -3.043 -4.110 -2.123
H -3.134 -2.379 -2.451
H -4.263 -3.126 -1.312
H -1.624 -5.203 0.268
H -0.264 -4.211 0.796
H -0.436 -4.623 -0.916
H -4.063 -2.817 1.174
H -2.962 -1.526 1.694
H -2.621 -3.199 2.120
H -1.461 -0.721 -1.432
H -0.054 -1.756 -1.269
*
```

Values from the calculation:
Lowest unoccupied orbital energy: 2.005 eV
HOMO: -4.6697 eV
E: -2336.5377 a.u.
Gap between HOMO and LUMO: 0.245 Eh
ΔE to the lowest compared entry with this formula, charge and spin: 0.7 kcal per mole

C18H27N3O4ReS as an isolated structure, computed with wB97M-V/def2-TZVPD.

```
! wB97M-V def2-TZVPD RIJCOSX def2/J DEFGRID3
* xyz 4 2
Re 0.736 0.716 -2.909
C 2.070 2.446 -7.057
C 1.090 2.413 -5.875
C -0.336 2.124 -6.334
C 1.609 1.407 -4.873
C 2.412 1.827 -3.778
C 2.892 0.903 -2.803
C 2.579 -0.487 -2.886
C 3.084 -1.465 -1.873
C 1.740 -0.895 -3.970
C 1.274 0.032 -4.941
H 1.749 3.204 -7.770
H 2.089 1.485 -7.574
H 3.084 2.690 -6.741
H 1.112 3.390 -5.382
H -0.397 1.226 -6.951
H -0.695 2.949 -6.946
H -1.031 2.015 -5.493
H 2.600 2.885 -3.638
H 3.448 1.272 -1.949
H 2.401 -2.304 -1.742
H 3.281 -0.988 -0.913
H 4.033 -1.870 -2.233
H 1.394 -1.921 -4.008
H 0.576 -0.309 -5.695
C -10.636 -8.836 24.950
C -9.997 -8.510 23.776
S -4.378 0.406 3.061
O -4.660 -0.921 3.402
O -4.371 1.565 3.844
C -4.311 0.717 1.289
C -3.229 1.734 0.911
N -2.016 1.124 0.334
C -1.593 1.293 -0.929
N -0.399 0.694 -1.100
C -0.042 0.121 0.104
C -1.029 0.390 0.983
N -1.065 -0.001 2.367
O -0.124 -0.585 2.795
O -2.060 0.328 3.036
C -2.301 2.049 -1.996
H -9.456 -9.335 24.646
H -11.313 -9.683 24.994
H -10.483 -8.241 25.845
H -10.161 -9.094 22.877
H -9.332 -7.653 23.727
H -5.316 1.095 1.071
H -4.199 -0.272 0.845
H -2.942 2.355 1.760
H -3.636 2.400 0.154
H 0.871 -0.430 0.258
H -2.374 3.111 -1.752
H -3.303 1.657 -2.177
H -1.755 1.974 -2.943
*
```

Values from the calculation:
<S²>: 0.76
Lowest unoccupied orbital energy (alpha / beta): -11.480 / -11.775 eV
HOMO (alpha / beta): -19.5351 / -19.0666 eV
E: -1642.0938 a.u.
Gap between HOMO and LUMO (alpha / beta): 0.296 / 0.268 Eh
ΔE to the lowest compared entry with this formula, charge and spin: 0.0 kcal per mole

One molecule with the formula C18H27N3O4S3, computed with wB97M-V/def2-TZVPD.

```
! wB97M-V def2-TZVPD RIJCOSX def2/J DEFGRID3
* xyz 0 1
C 1.463 2.422 2.634
H 2.156 2.016 1.901
H 1.498 1.796 3.521
H 1.794 3.423 2.902
C 0.045 2.455 2.072
C -0.057 3.318 0.832
H 0.157 4.365 1.034
H 0.571 2.969 0.015
S -1.763 3.271 0.203
O -1.861 4.124 -0.951
O -2.673 3.494 1.288
C -1.928 1.607 -0.403
N -1.790 0.543 0.308
C -1.828 -0.575 -0.435
C -1.967 -0.381 -1.800
N -2.040 -1.350 -2.720
C -1.954 -1.105 -4.139
H -2.805 -0.483 -4.435
C -0.655 -0.415 -4.591
C 0.588 -0.963 -3.883
N 0.759 -0.366 -2.565
C 1.395 0.932 -2.633
H 0.818 1.600 -3.270
H 1.429 1.361 -1.631
H 2.424 0.878 -3.024
C 1.466 -1.242 -1.653
H 1.533 -0.755 -0.679
H 2.485 -1.479 -1.995
H 0.901 -2.165 -1.535
H 1.476 -0.785 -4.513
H 0.481 -2.043 -3.760
H -0.557 -0.559 -5.667
H -0.731 0.655 -4.404
H -2.048 -2.075 -4.630
H -1.735 -2.252 -2.364
S -2.102 1.327 -2.119
S -1.685 -2.177 0.328
O -1.069 -3.042 -0.661
O -2.966 -2.590 0.830
C -0.571 -1.891 1.695
C 0.715 -2.393 1.677
C 1.565 -2.106 2.730
C 1.136 -1.320 3.796
C -0.167 -0.832 3.793
C -1.024 -1.115 2.744
H -2.037 -0.746 2.727
H -0.513 -0.226 4.616
C 2.067 -1.026 4.932
H 2.268 -1.937 5.494
H 1.639 -0.293 5.610
H 3.019 -0.651 4.560
H 2.572 -2.496 2.729
H 1.029 -3.007 0.848
H -0.278 1.441 1.826
H -0.647 2.849 2.817
*
```

Values from the calculation:
Lowest unoccupied orbital energy: 0.432 eV
SMILES string: CCCS(=O)(=O)c1nc(S(=O)(=O)c2ccc(C)cc2)c(NCCCN(C)C)s1
HOMO: -8.4095 eV
E: -2361.8394 a.u.
Gap between HOMO and LUMO: 0.325 Eh
ΔE to the lowest compared entry with this formula, charge and spin: 0.0 kcal per mole

C18H27N7ReS as an isolated structure, computed with wB97M-V/def2-TZVPD.

```
! wB97M-V def2-TZVPD RIJCOSX def2/J DEFGRID3
* xyz 2 2
Re -0.619 -0.958 -0.316
C 3.716 -1.371 -0.071
C 2.281 -1.386 -0.461
N 1.334 -0.867 0.246
N 1.567 -0.519 1.587
C 0.721 -1.185 2.321
N 0.708 -1.049 3.654
S -0.517 -2.285 1.629
C 1.779 -2.185 -1.584
C 2.604 -2.858 -2.463
C 2.050 -3.797 -3.324
C 0.689 -4.040 -3.265
C -0.084 -3.304 -2.385
N 0.438 -2.386 -1.567
H 3.876 -0.703 0.769
H 4.040 -2.374 0.215
H 4.333 -1.054 -0.913
H 1.466 -0.554 4.098
H 0.168 -1.683 4.219
H 3.668 -2.671 -2.461
H 2.678 -4.339 -4.017
H 0.219 -4.779 -3.898
H -1.156 -3.439 -2.339
C -2.693 -1.285 -1.512
C -1.589 -0.623 -2.225
C -2.065 0.758 -2.435
C -3.298 0.910 -1.884
C -3.679 -0.345 -1.295
H -2.830 -2.348 -1.367
H -1.128 -1.115 -3.074
H -1.506 1.517 -2.962
H -3.893 1.810 -1.877
H -4.618 -0.535 -0.790
C 1.477 2.921 1.561
N 0.518 2.299 0.645
C 0.979 2.203 -0.735
C -0.652 1.824 1.063
N -1.248 0.752 0.446
N -1.274 2.358 2.117
C -1.200 3.784 2.449
C -2.285 1.598 2.855
H 2.455 2.488 1.355
H 1.211 2.698 2.589
H 1.536 4.000 1.420
H 1.250 3.200 -1.084
H 0.192 1.810 -1.372
H 1.860 1.566 -0.803
H -2.259 0.859 0.472
H -0.727 4.336 1.644
H -0.658 3.951 3.379
H -2.218 4.154 2.568
H -2.065 0.534 2.815
H -3.289 1.786 2.467
H -2.260 1.918 3.895
*
```

Values from the calculation:
<S²>: 0.78
Lowest unoccupied orbital energy (alpha / beta): -7.746 / -7.415 eV
HOMO (alpha / beta): -14.2671 / -14.3401 eV
E: -1561.2901 a.u.
Gap between HOMO and LUMO (alpha / beta): 0.240 / 0.254 Eh
ΔE to the lowest compared entry with this formula, charge and spin: 69.9 kcal per mole